C5H16N2O as an isolated structure in a non-equilibrium geometry, computed with the ωB97M-V functional and the def2-TZVPD basis.

Last column: Mulliken charge in e.
Element x y z (Å)
N1 -3.194 1.176 0.334  -0.461
C1 -0.475 0.184 -0.312  -0.125
C2 -0.998 -0.617 0.807  -1.000
C3 -0.152 1.483 -0.179  -0.817
N2 2.269 -2.057 -0.449  -0.038
C4 2.580 -2.021 -1.856  -0.755
C5 2.570 -0.775 0.129  -0.081
H1 -4.183 1.033 0.526  0.258
H2 -3.080 1.728 -0.520  0.287
H3 -0.499 -0.223 -1.305  0.455
H4 -0.340 -1.434 1.012  0.403
H5 -1.952 -1.074 0.502  0.318
H6 -1.167 -0.020 1.688  0.341
H7 -0.478 1.955 0.789  0.388
H8 0.244 2.065 -1.008  0.281
H9 1.979 -1.343 -2.412  0.356
H10 3.638 -1.742 -2.070  0.363
H11 2.418 -3.032 -2.315  0.309
H12 3.273 -0.109 -0.367  0.308
H13 2.672 -0.781 1.154  0.288
H14 1.601 -0.842 -0.205  0.091
H15 -2.505 1.708 1.245  0.308
H16 -2.434 2.591 2.735  0.290
O1 -1.787 2.149 2.077  -0.766

* gap between HOMO and LUMO (alpha / beta): 0.210 / 0.209 Eh
* largest force on an atom: 6.49 eV/A
* LUMO energy (alpha / beta): -7.35 / -7.35 eV
* 2S+1: 2
* total charge: +1



An isolated ion of composition C9H13N4 and charge +1 in a non-equilibrium geometry, computed with the ωB97M-V functional and the def2-TZVPD basis.

Last column: Mulliken charge in e.
Element x y z (Å)
C1 3.588 -0.194 -0.446  -0.195
C2 3.060 1.133 -0.260  -0.800
C3 2.741 -1.296 -0.286  -0.790
C4 1.686 1.247 0.067  -0.376
C5 1.426 -1.119 -0.003  -0.039
C6 0.824 0.112 0.286  0.621
C7 -1.915 1.856 -0.081  -0.168
C8 -2.224 0.748 -1.168  -0.620
C9 -0.470 0.291 0.861  0.394
N1 -1.098 1.568 0.783  -0.597
N2 -1.539 -0.486 -0.832  -0.261
N3 -0.913 -0.482 1.910  -0.504
N4 -2.376 -1.459 -0.236  -0.116
H1 4.671 -0.235 -0.709  0.331
H2 3.767 1.913 -0.278  0.440
H3 3.238 -2.261 -0.740  0.236
H4 1.413 2.232 0.245  0.457
H5 0.919 -2.110 -0.043  0.182
H6 -2.350 2.775 -0.179  0.536
H7 -3.300 0.661 -1.465  0.415
H8 -1.650 1.089 -2.094  0.278
H9 -0.301 -1.090 2.417  0.225
H10 -1.486 0.182 2.528  0.268
H11 -2.068 -2.343 -0.582  0.320
H12 -3.373 -1.449 -0.511  0.395
H13 -2.269 -1.283 0.816  0.367

* gap between HOMO and LUMO (alpha / beta): 0.207 / 0.201 Eh
* largest force on an atom: 4.70 eV/A
* LUMO energy (alpha / beta): -3.23 / -6.58 eV
* 2S+1: 3
* total charge: +1



C38H29BrNO6PtSeTe as an isolated structure in a non-equilibrium geometry, computed with the ωB97M-V functional and the def2-TZVPD basis.

Last column: Mulliken charge in e.
Element x y z (Å)
Pt1 -0.444 1.702 0.305  1.832
Br1 -2.684 2.514 -1.612  -0.257
C1 -2.129 4.339 -1.336  0.316
C2 -2.662 5.278 -2.178  -0.658
C3 -2.399 6.634 -1.975  -0.567
C4 -1.657 7.019 -0.875  -0.818
C5 -1.110 6.084 -0.013  1.103
C6 -0.377 6.508 1.143  -1.088
C7 0.202 5.642 1.979  -1.199
C8 0.168 4.169 1.743  0.689
C9 -0.571 3.725 0.504  -0.707
C10 -1.266 4.664 -0.246  0.693
H1 -3.288 4.964 -3.000  0.388
H2 -2.800 7.368 -2.657  0.356
H3 -1.486 8.072 -0.678  0.319
H4 -0.316 7.575 1.330  0.296
H5 0.710 5.977 2.874  0.420
H6 1.210 3.805 1.731  0.304
O1 1.904 1.785 6.709  -0.649
C11 1.496 1.922 5.547  0.566
C12 1.843 1.123 4.394  0.041
O2 2.637 0.169 4.351  -0.642
C13 1.051 1.677 3.237  1.272
C14 0.299 2.771 3.700  -0.173
O3 -0.501 3.533 2.880  -0.289
C15 0.526 3.021 5.078  -0.010
O4 0.100 3.901 5.818  -0.726
O5 1.114 1.200 2.089  -0.668
Se1 1.013 0.618 -1.935  -0.747
C16 3.704 -4.332 -6.054  -1.543
C17 2.877 -3.765 -4.933  0.874
C18 3.455 -3.101 -3.864  -1.014
C19 2.692 -2.540 -2.848  1.406
C20 3.429 -1.868 -1.733  -1.280
C21 1.293 -2.622 -2.876  -0.231
Te1 -0.163 -1.494 -1.442  0.786
N1 -1.115 -0.226 0.088  -0.975
C22 -2.069 -0.960 0.565  0.745
O6 -2.210 -2.150 0.160  -0.820
C23 -3.021 -0.405 1.579  0.374
C24 -4.098 -1.186 1.983  -0.441
C25 -5.025 -0.690 2.881  -0.498
C26 -4.886 0.593 3.392  -0.429
C27 -3.797 1.364 3.021  -1.114
C28 -2.869 0.864 2.128  -0.208
C29 0.848 -2.400 0.180  0.560
C30 1.594 -1.634 1.054  -0.881
C31 2.276 -2.229 2.102  -0.653
C32 2.211 -3.601 2.257  -0.687
C33 1.426 -4.360 1.403  -0.768
C34 0.722 -3.771 0.363  1.167
C35 -0.161 -4.567 -0.543  -1.436
C36 0.718 -3.350 -3.921  1.303
C37 -0.759 -3.637 -4.004  -2.038
C38 1.502 -3.904 -4.928  -0.911
H7 4.736 -3.993 -5.988  0.345
H8 3.299 -4.024 -7.019  0.350
H9 3.700 -5.424 -6.027  0.293
H10 4.533 -3.013 -3.819  0.224
H11 4.497 -2.069 -1.801  0.346
H12 3.076 -2.218 -0.768  0.067
H13 3.282 -0.789 -1.774  0.180
H14 -4.192 -2.183 1.575  0.426
H15 -5.865 -1.302 3.188  0.364
H16 -5.624 0.988 4.081  0.362
H17 -3.660 2.357 3.427  0.483
H18 -2.004 1.479 1.845  -0.062
H19 1.650 -0.563 0.923  0.625
H20 2.835 -1.618 2.794  0.525
H21 2.768 -4.087 3.048  0.367
H22 1.354 -5.431 1.551  0.372
H23 -0.262 -5.597 -0.199  0.456
H24 0.253 -4.569 -1.554  0.150
H25 -1.149 -4.105 -0.566  0.195
H26 -1.311 -3.167 -3.193  0.041
H27 -0.923 -4.718 -3.955  0.363
H28 -1.164 -3.283 -4.954  0.492
H29 1.020 -4.456 -5.728  0.350

* gap between HOMO and LUMO (alpha / beta): 0.217 / 0.216 Eh
* largest force on an atom: 3.83 eV/A
* LUMO energy (alpha / beta): 3.93 / 3.73 eV
* 2S+1: 2
* total charge: -2



C39H38CdF5N5OPS2Se3 as an isolated structure in a non-equilibrium geometry, computed with the ωB97M-V functional and the def2-TZVPD basis.

Last column: Mulliken charge in e.
Element x y z (Å)
Cd1 0.221 -1.213 0.762  1.711
Se1 0.305 -0.310 3.976  -0.279
P1 0.668 1.511 2.933  0.303
Se2 0.519 1.538 0.760  -0.509
C1 -0.398 2.871 3.571  0.559
C2 -0.675 3.957 2.754  -0.535
C3 -1.459 4.997 3.216  -0.697
C4 -1.950 4.968 4.511  -0.397
C5 -1.658 3.893 5.335  -0.706
C6 -0.896 2.838 4.865  -0.349
C7 2.336 2.122 3.426  0.885
C8 2.601 2.285 4.781  -0.666
C9 3.851 2.708 5.193  -0.656
C10 4.845 2.958 4.260  -0.519
C11 4.587 2.776 2.910  -0.547
C12 3.333 2.364 2.494  -0.203
H1 -0.281 3.968 1.747  0.346
H2 -1.686 5.831 2.565  0.397
H3 -2.574 5.774 4.872  0.368
H4 -2.027 3.869 6.351  0.374
H5 -0.698 1.979 5.492  0.313
H6 1.829 2.064 5.504  0.331
H7 4.054 2.829 6.249  0.378
H8 5.824 3.284 4.585  0.366
H9 5.367 2.941 2.179  0.423
H10 3.127 2.220 1.441  0.243
S1 -0.630 -2.680 -1.210  -0.479
C13 0.241 -2.044 -2.552  -0.120
N1 0.317 -2.739 -3.635  -0.800
N2 0.870 -2.139 -4.788  0.124
C14 0.017 -1.625 -5.730  -0.087
C15 -1.244 -1.142 -5.353  0.510
C16 -2.084 -0.582 -6.291  -0.255
C17 -1.686 -0.485 -7.617  -0.688
C18 -0.432 -0.940 -7.994  -0.401
C19 0.414 -1.511 -7.068  -0.742
N3 0.516 -0.720 -2.438  1.152
N4 1.644 -0.233 -2.145  -0.597
C20 1.786 1.138 -2.272  -0.138
C21 2.906 1.736 -1.685  0.323
C22 3.134 3.087 -1.850  -0.538
C23 2.269 3.854 -2.615  -0.525
C24 1.174 3.260 -3.228  -0.829
C25 0.919 1.917 -3.048  -0.324
H11 1.668 -2.661 -5.129  0.251
H12 -1.537 -1.234 -4.319  0.042
H13 -3.060 -0.222 -5.990  0.375
H14 -2.345 -0.064 -8.361  0.369
H15 -0.119 -0.858 -9.026  0.360
H16 1.392 -1.867 -7.364  0.305
H17 3.572 1.136 -1.086  0.215
H18 3.997 3.543 -1.387  0.433
H19 2.446 4.914 -2.735  0.383
H20 0.509 3.848 -3.848  0.396
H21 0.074 1.441 -3.529  0.408
O1 -2.183 -0.285 0.836  -0.209
C26 -2.920 0.050 -0.079  0.391
C27 -4.374 0.442 0.144  -1.134
C28 -5.372 -0.550 -0.488  -0.662
C29 -4.745 -1.537 -1.475  -0.927
C30 -4.194 -0.909 -2.755  -0.183
C31 -3.336 0.334 -2.483  -1.014
N5 -2.478 0.171 -1.340  0.705
H22 -4.513 1.445 -0.271  0.402
H23 -4.538 0.497 1.221  0.397
H24 -6.175 0.002 -0.980  0.282
H25 -5.828 -1.139 0.309  0.388
H26 -5.500 -2.275 -1.761  0.531
H27 -3.933 -2.068 -0.977  0.209
H28 -5.008 -0.626 -3.424  0.402
H29 -3.592 -1.661 -3.267  0.195
H30 -3.980 1.202 -2.318  0.331
H31 -2.711 0.542 -3.352  0.438
H32 -1.532 -0.159 -1.509  -0.538
F1 -2.483 -6.377 5.034  -0.322
C32 -1.575 -5.703 4.302  0.481
C33 -1.932 -4.539 3.630  -0.323
F2 -3.187 -4.073 3.727  -0.308
C34 -0.998 -3.877 2.855  -0.300
F3 -1.388 -2.778 2.178  0.036
C35 0.320 -4.325 2.733  0.136
Se3 1.587 -3.464 1.702  -0.602
C36 0.652 -5.490 3.436  0.452
F4 1.909 -5.957 3.350  -0.321
C37 -0.270 -6.177 4.200  0.123
F5 0.081 -7.303 4.851  -0.312
C38 4.355 -1.201 2.385  -0.696
S2 3.695 -0.624 0.801  0.363
C39 4.149 -2.017 -0.273  -0.884
H33 3.872 -2.137 2.661  0.162
H34 4.123 -0.432 3.114  0.104
H35 5.431 -1.327 2.302  0.353
H36 5.230 -2.045 -0.391  0.384
H37 3.668 -1.831 -1.230  0.181
H38 3.781 -2.947 0.162  0.231

* gap between HOMO and LUMO: 0.230 Eh
* largest force on an atom: 3.77 eV/A
* LUMO energy: 1.61 eV
* 2S+1: 1
* total charge: -1